No. 1
# C26H41NO4

2 unconnected molecules or ions with the total composition C26H41NO4 (wB97M-V/def2-TZVPD, the Open Molecules 2025 dataset).

E_HOMO ... -9.1 eV
Energy ... -37306.331 eV
Orbital gap ... 8.532 eV
E_LUMO ... -0.562 eV
2S+1 ... 1

Last column: Löwdin charge in e.
CARTESIAN COORDINATES (ANGSTROEM)
C (-5.63759, 2.53413, -0.07935)  -0.07
C (-4.15659, 2.79741, -0.31647)  -0.27
O (-3.40307, 2.39405, 0.82039)  -0.16
C (-2.11452, 1.86897, 0.54174)  -0.23
C (-2.10353, 0.35657, 0.69776)  -0.17
C (-3.06488, -0.37756, -0.22560)  -0.19
C (-2.59109, -0.42707, -1.67788)  -0.17
C (-2.90316, -1.76794, -2.37831)  -0.13
C (-1.90847, -2.78098, -1.93370)  -0.15
C (-2.13241, -3.70855, -1.00088)  0.07
C (-1.05312, -4.63458, -0.59175)  -0.34
O (-1.28434, -5.77143, -0.27460)  0.12
C (0.31810, -4.05833, -0.63905)  -0.05
C (0.55316, -3.10355, -1.63243)  -0.08
C (1.79325, -2.48173, -1.76252)  0.05
C (2.83229, -2.79878, -0.88681)  -0.13
C (4.17172, -2.09471, -1.00097)  -0.15
C (4.38216, -1.27668, -2.25589)  -0.29
N (5.65962, -0.54993, -2.19693)  0.00
C (2.61051, -3.78168, 0.11326)  -0.11
C (3.72743, -4.15387, 1.06053)  -0.21
C (3.79257, -3.25934, 2.29558)  -0.08
C (1.34529, -4.40983, 0.25281)  -0.11
C (1.07384, -5.42785, 1.33706)  -0.02
C (-0.55410, -2.73823, -2.54626)  -0.31
O (-0.37887, -2.41221, -3.68849)  0.14
H (-5.75049, 1.81328, 0.72310)  0.08
H (-6.19270, 3.43804, 0.14524)  0.07
H (-6.09880, 2.10266, -0.96523)  0.07
H (-3.97236, 3.85600, -0.50365)  0.12
H (-3.83102, 2.23470, -1.18952)  0.09
H (-1.44153, 2.31237, 1.27549)  0.12
H (-1.74553, 2.17664, -0.43954)  0.12
H (-1.08945, -0.01252, 0.53634)  0.12
H (-2.34793, 0.15548, 1.73995)  0.12
H (-3.15198, -1.39406, 0.15447)  0.10
H (-4.05895, 0.05439, -0.14029)  0.10
H (-2.97701, 0.40406, -2.26054)  0.10
H (-1.50395, -0.33180, -1.66050)  0.11
H (-2.81914, -1.61634, -3.45097)  0.12
H (-3.90804, -2.11250, -2.14924)  0.12
H (-3.10014, -3.81840, -0.53659)  0.13
H (1.89625, -1.76905, -2.56358)  0.11
H (4.26001, -1.40610, -0.15973)  0.12
H (4.96282, -2.82597, -0.86744)  0.11
H (4.30163, -1.89945, -3.14742)  0.12
H (3.58685, -0.53876, -2.33299)  0.11
H (6.34747, -1.00767, -2.77700)  0.06
H (5.54319, 0.39054, -2.54119)  0.06
H (4.68846, -4.13506, 0.56174)  0.10
H (3.58251, -5.17855, 1.38286)  0.10
H (3.89845, -2.20912, 2.04283)  0.07
H (2.93498, -3.39757, 2.94779)  0.07
H (4.67296, -3.52898, 2.87832)  0.08
H (1.75656, -5.34625, 2.16868)  0.06
H (0.04881, -5.33088, 1.66953)  0.08
H (1.13785, -6.42108, 0.89876)  0.10
C (-1.68079, 5.97692, 2.31079)  -0.07
C (-0.32977, 5.88627, 2.99967)  -0.28
O (0.51449, 4.87603, 2.47706)  -0.16
C (0.85546, 5.00417, 1.10969)  -0.29
C (1.59444, 6.28833, 0.77256)  -0.08
H (-2.20253, 5.01991, 2.36850)  0.08
H (-2.29771, 6.74133, 2.78401)  0.08
H (-1.58313, 6.23937, 1.25619)  0.07
H (-0.47324, 5.62817, 4.04883)  0.12
H (0.17931, 6.85656, 2.98211)  0.11
H (-0.03733, 4.89645, 0.48225)  0.10
H (1.49687, 4.15087, 0.88747)  0.12
H (0.98802, 7.17394, 0.96512)  0.07
H (1.86735, 6.29623, -0.28326)  0.08
H (2.50454, 6.37110, 1.36810)  0.08

No. 2
# C26H42AlF11I2K2NaO15S2

A molecular structure, C26H42AlF11I2K2NaO15S2 (wB97M-V/def2-TZVPD, the Open Molecules 2025 dataset).

E_HOMO ... -6.4 eV
Energy ... -169759.917 eV
Orbital gap ... 1.442 eV
E_LUMO ... -4.997 eV
2S+1 ... 1
Net charge ... +1

Last column: Löwdin charge in e.
CARTESIAN COORDINATES (ANGSTROEM)
C (6.25886, 0.35387, 2.84104)  -0.08
O (5.52499, 1.15441, 1.93863)  -0.20
C (5.90957, 1.04266, 0.58367)  -0.24
C (4.71217, 0.70690, -0.25696)  -0.17
C (3.61379, 1.76889, -0.15127)  -0.17
C (2.62630, 1.42706, 0.94870)  -0.15
C (1.94875, 2.62641, 1.55453)  -0.25
C (1.13633, 2.35243, 2.78328)  -0.13
C (-0.15499, 1.62881, 2.50210)  -0.12
C (-1.12435, 2.33792, 1.52490)  -0.44
C (-2.16921, 1.29863, 1.11277)  -0.15
C (-3.11725, 1.40500, -0.08653)  -0.03
C (-4.14707, 0.20652, -0.09128)  -0.38
F (-4.93231, 0.33983, 0.98597)  0.14
F (-5.00518, 0.42310, -1.17925)  -0.01
C (-3.60646, -1.28649, -0.28070)  -0.33
F (-2.38375, -1.20923, -0.86317)  0.08
F (-4.37706, -1.92811, -1.20784)  -0.07
S (-3.43587, -2.48553, 1.42234)  0.98
F (-2.98019, -1.15463, 2.25039)  -0.19
F (-1.63507, -2.82210, 0.96357)  -0.39
F (-3.81928, -3.84746, 0.62595)  -0.18
F (-4.93908, -2.30073, 1.78123)  -0.12
F (-3.19011, -3.31293, 2.76972)  -0.12
C (-1.88478, 3.51531, 2.19547)  -0.66
I (-0.80404, 5.38784, 2.41519)  1.14
C (-2.50872, 3.14825, 3.54434)  -0.82
C (-1.73393, 3.45978, 4.80603)  -0.19
I (-4.39118, 4.17340, 3.62354)  0.93
S (-0.16827, 2.78561, 0.08729)  0.64
O (-0.85715, 3.85422, -0.67728)  -0.49
O (0.02693, 1.59973, -0.69911)  -0.22
O (1.15390, 3.39694, 0.52405)  -0.20
H (6.09428, 0.74708, 3.83130)  0.09
H (7.32021, 0.38377, 2.62298)  0.09
H (5.92732, -0.67935, 2.81021)  0.09
H (6.66223, 0.26855, 0.46226)  0.12
H (6.37338, 1.97143, 0.26296)  0.12
H (4.30892, -0.25487, 0.04491)  0.12
H (5.03832, 0.59061, -1.28448)  0.11
H (3.12356, 1.85077, -1.11418)  0.10
H (4.08609, 2.72145, 0.06093)  0.12
H (3.18874, 0.98380, 1.76120)  0.13
H (1.90926, 0.68807, 0.60943)  0.11
H (2.74782, 3.29553, 1.84280)  0.16
H (1.75083, 1.70643, 3.40673)  0.14
H (0.98826, 3.25171, 3.36005)  0.08
H (-0.66978, 1.43070, 3.43993)  0.10
H (0.09964, 0.66339, 2.08042)  0.12
H (-1.63140, 0.38200, 1.02638)  0.10
H (-2.79553, 1.19730, 1.96765)  0.10
H (-3.76090, 2.26422, 0.06767)  0.13
H (-2.64384, 1.50610, -1.05286)  0.11
H (-2.69501, 3.77528, 1.52514)  -0.01
H (-2.75734, 2.09464, 3.58611)  0.05
H (-2.03507, 2.75135, 5.56502)  0.10
H (-0.66794, 3.33375, 4.67378)  0.06
H (-1.94394, 4.44984, 5.18577)  0.05
Al (-1.57026, 5.66146, -0.20387)  0.50
C (-0.42599, -0.38057, -4.02194)  -0.04
C (-0.11501, 0.98884, -4.59183)  -0.16
O (0.72896, 0.82380, -5.76757)  0.02
C (0.05824, 0.45241, -6.85175)  -0.66
O (-1.12004, 0.32152, -6.96833)  0.17
O (0.96241, 0.22818, -7.82894)  -0.27
C (0.38957, -0.26473, -9.07352)  -0.01
H (0.50225, -0.91938, -3.83380)  0.09
H (-0.97116, -0.29771, -3.08160)  0.07
H (-1.01699, -0.97701, -4.71801)  0.08
H (0.46313, 1.57861, -3.88632)  0.13
H (-1.00582, 1.55716, -4.84965)  0.13
H (-0.41266, 0.38584, -9.41344)  0.11
H (0.01664, -1.27397, -8.94168)  0.11
H (1.18943, -0.27706, -9.81149)  0.11
C (-1.84333, -0.75942, 5.01671)  -0.90
O (-2.71947, -1.44138, 5.54427)  0.07
O (-0.60467, -0.96839, 5.29667)  0.12
O (-2.00181, 0.19144, 4.15400)  -0.06
F (1.63375, -0.88714, 4.66423)  -0.62
K (2.16800, 2.05971, -8.29883)  1.09
C (-2.19267, -3.92689, 8.52657)  -0.06
C (-1.98119, -2.39992, 8.81811)  -0.42
O (-0.88318, -2.18600, 9.49513)  -0.03
H (-2.30526, -4.45756, 9.46857)  0.07
H (-3.09940, -4.05243, 7.93175)  0.07
H (-1.35239, -4.33756, 7.97310)  0.07
H (-2.90657, -1.98411, 9.26931)  0.11
H (-1.97422, -1.95238, 7.77872)  0.14
Na (0.04108, -2.38125, 1.78632)  0.74
C (1.62422, -2.52876, -6.62491)  -0.08
C (1.00684, -3.72283, -5.93577)  -0.32
O (1.93853, -4.73048, -6.20443)  0.13
C (3.16682, -4.16398, -6.36087)  -0.51
O (4.20215, -4.70881, -6.35021)  0.23
O (3.01449, -2.79603, -6.52578)  0.06
F (-0.19550, -4.02538, -6.47763)  0.09
H (1.33182, -2.49516, -7.67309)  0.13
H (1.37462, -1.59733, -6.13106)  0.11
H (0.89113, -3.61839, -4.85417)  0.18
O (0.50804, -7.42011, -6.02781)  -0.47
H (0.94424, -6.56015, -6.08614)  -0.20
K (-5.02316, -1.17657, -3.36241)  1.03

No. 3
# C26H42AsFeN5OS

A molecular structure, C26H42AsFeN5OS (wB97M-V/def2-TZVPD, the Open Molecules 2025 dataset).

E_HOMO (spin up / spin down) ... -13.2 / -13.3 eV
Energy ... -143190.128 eV
Orbital gap (spin up / spin down) ... 7.212 / 7.258 eV
E_LUMO (spin up / spin down) ... -6.033 / -6.039 eV
2S+1 ... 1
ΔE to the lowest compared entry with this formula, charge and spin ... 4.2 kcal per mole
Net charge ... +2

Last column: Löwdin charge in e.
CARTESIAN COORDINATES (ANGSTROEM)
Fe (0.23260, 0.49593, 0.95093)  0.39
C (0.45495, -3.73743, 0.18063)  0.01
C (0.16790, -2.29705, 0.46456)  -0.27
N (1.02430, -1.37163, 0.69229)  0.00
C (2.46746, -1.57918, 0.71514)  -0.15
C (3.04346, -1.12514, 2.06667)  -0.18
N (2.60633, 0.19885, 2.45432)  -0.09
C (3.44021, 1.36085, 2.22503)  -0.18
C (3.04943, 2.13570, 0.95883)  -0.17
N (1.59339, 2.22594, 0.74620)  -0.11
C (0.90934, 3.46333, 1.18350)  -0.14
C (-0.52154, 3.18981, 1.69033)  -0.13
N (-1.05538, 1.95580, 1.12405)  0.00
C (-2.28879, 1.63624, 1.00855)  -0.24
C (-3.47707, 2.51233, 1.21310)  0.02
C (-2.49427, 0.17266, 0.70883)  -0.19
C (-3.69059, -0.50098, 0.51475)  0.03
C (-3.64020, -1.87676, 0.30282)  0.00
C (-2.42372, -2.55302, 0.28050)  0.04
C (-1.26192, -1.81843, 0.47694)  -0.20
N (-1.34624, -0.50726, 0.68492)  0.01
H (1.39094, -3.86498, -0.35619)  0.09
H (-0.33527, -4.18328, -0.41981)  0.09
H (0.51877, -4.30096, 1.11469)  0.11
H (2.88076, -0.96226, -0.08850)  0.12
H (2.76010, -2.61288, 0.53406)  0.11
H (4.13420, -1.21836, 2.02363)  0.13
H (2.69977, -1.83646, 2.82368)  0.12
H (2.20471, 0.21669, 3.37358)  0.07
H (4.49768, 1.08786, 2.13798)  0.13
H (3.36398, 2.01970, 3.09142)  0.13
H (3.46536, 1.62938, 0.08459)  0.12
H (3.50247, 3.13025, 0.99089)  0.13
H (1.45170, 2.16404, -0.25065)  0.02
H (0.88578, 4.18131, 0.36067)  0.13
H (1.47695, 3.92744, 1.98919)  0.13
H (-1.16009, 4.05896, 1.53452)  0.12
H (-0.47984, 2.99035, 2.76469)  0.13
H (-3.20296, 3.54935, 1.37881)  0.08
H (-4.05417, 2.16772, 2.07449)  0.11
H (-4.13395, 2.46310, 0.34250)  0.10
H (-4.63721, 0.02148, 0.52738)  0.13
H (-4.55885, -2.42740, 0.15086)  0.13
H (-2.39546, -3.62098, 0.11804)  0.13
C (-2.01695, -0.82491, 4.49552)  -0.22
S (-0.39623, -1.00255, 3.77036)  0.90
C (0.56667, -0.92449, 5.26990)  -0.22
O (-0.13989, 0.31609, 3.05823)  -0.55
H (-2.21602, -1.68262, 5.13767)  0.07
H (-2.73812, -0.80482, 3.67930)  0.05
H (-2.05072, 0.10519, 5.06199)  0.08
H (0.27537, -1.75648, 5.91080)  0.08
H (0.37974, 0.03031, 5.76019)  0.08
H (1.61922, -1.02631, 5.00957)  0.05
C (-1.47849, 1.34403, -2.44792)  -0.25
As (0.16588, 0.57377, -1.75607)  1.21
C (1.46733, 1.55959, -2.81344)  -0.26
C (0.18315, -1.19134, -2.62945)  -0.30
C (0.05503, -1.13311, -4.12336)  -0.32
C (-1.20016, -1.13306, -4.72674)  -0.07
C (-1.32003, -1.05360, -6.10649)  -0.06
C (-0.18405, -0.97659, -6.89952)  -0.07
C (1.07123, -0.98826, -6.30827)  -0.06
C (1.18904, -1.06651, -4.92841)  -0.06
H (-2.34355, 0.78571, -2.08955)  0.03
H (-1.46882, 1.31881, -3.53628)  0.04
H (-1.55586, 2.37771, -2.11096)  0.03
H (2.47084, 1.16885, -2.64678)  0.04
H (1.44603, 2.61354, -2.53259)  0.04
H (1.21772, 1.46877, -3.86918)  0.04
H (-0.64487, -1.75570, -2.19221)  0.07
H (1.11608, -1.67244, -2.32833)  0.08
H (-2.09237, -1.21177, -4.11441)  0.11
H (-2.30048, -1.06258, -6.56374)  0.11
H (-0.27636, -0.92031, -7.97555)  0.11
H (1.96052, -0.94530, -6.92273)  0.11
H (2.17410, -1.09029, -4.47496)  0.11

No. 4
# C26H42BBaN8O4Te

A molecular structure, C26H42BBaN8O4Te (wB97M-V/def2-TZVPD, the Open Molecules 2025 dataset).

E_HOMO (spin up / spin down) ... -13.4 / -13.4 eV
Energy ... -56406.865 eV
Orbital gap (spin up / spin down) ... 8.127 / 4.958 eV
E_LUMO (spin up / spin down) ... -5.297 / -8.465 eV
2S+1 ... 2
ΔE to the lowest compared entry with this formula, charge and spin ... 39.3 kcal per mole
Net charge ... +2

Last column: Mulliken spin population.
CARTESIAN COORDINATES (ANGSTROEM)
Ba (0.42254, -0.08640, 0.75096)  0.17
C (2.91672, 0.80042, 3.52280)  0.00
C (3.68599, 0.43109, 2.26296)  0.00
O (3.05854, -0.58425, 1.48884)  0.00
C (3.31219, -1.93872, 1.80356)  0.00
C (2.45813, -2.47158, 2.94715)  0.00
O (1.07870, -2.15657, 2.73304)  0.01
C (0.33550, -2.16257, 3.95295)  0.00
C (-1.02214, -1.51033, 3.75994)  -0.01
O (-0.96408, -0.25757, 3.09853)  -0.05
C (-0.73877, 0.93265, 3.86020)  0.00
C (0.69487, 1.11105, 4.31844)  0.00
O (1.53822, 0.92163, 3.19492)  0.00
H (3.30650, 1.74552, 3.91541)  0.00
H (3.04126, 0.04419, 4.30567)  0.00
H (4.70430, 0.13752, 2.53366)  0.00
H (3.74688, 1.29599, 1.60281)  0.00
H (4.36556, -2.08948, 2.06124)  0.00
H (3.11805, -2.49529, 0.88761)  0.00
H (2.77946, -2.03443, 3.89641)  0.00
H (2.59014, -3.55559, 3.02290)  0.00
H (0.91647, -1.64004, 4.71778)  0.00
H (0.18928, -3.18955, 4.30497)  0.00
H (-1.51763, -1.40283, 4.72975)  0.00
H (-1.65690, -2.15099, 3.14123)  0.01
H (-1.41846, 0.95612, 4.71675)  0.00
H (-1.00788, 1.75868, 3.20043)  0.00
H (0.95183, 0.40667, 5.11676)  0.00
H (0.81202, 2.12049, 4.72774)  0.00
C (-3.55042, 1.56162, 1.56638)  -0.01
C (-3.01638, 1.23478, 0.21221)  0.02
C (-3.73195, 0.87217, -0.94865)  0.03
C (-2.76642, 0.74852, -1.92569)  0.02
N (-1.55587, 0.98529, -1.37673)  0.03
N (-1.72118, 1.29920, -0.05169)  -0.01
B (-0.17231, 0.92067, -2.19882)  -0.04
N (0.90589, 1.88098, -1.62997)  0.00
C (1.34924, 2.91887, -2.37889)  0.00
C (2.05860, 3.77765, -1.57616)  0.00
C (1.99822, 3.20028, -0.30095)  0.00
C (2.57165, 3.73488, 0.96858)  0.00
N (1.30825, 2.06753, -0.32816)  0.00
N (0.20565, -0.67462, -2.27874)  0.06
C (-0.48527, -1.50774, -3.07354)  0.01
C (-0.16202, -2.82043, -2.75783)  0.08
C (0.79439, -2.70028, -1.72537)  -0.01
C (1.54572, -3.79066, -1.03686)  0.01
N (1.00100, -1.42358, -1.44367)  -0.04
N (-0.47057, 1.28373, -3.62986)  0.00
C (0.25838, 1.00893, -4.75449)  0.00
C (-0.13419, 1.88967, -5.71882)  0.00
C (-1.15295, 2.68269, -5.11494)  0.00
C (-1.96257, 3.76912, -5.72830)  0.00
N (-1.31784, 2.31986, -3.85557)  0.00
H (-4.63684, 1.61034, 1.54661)  0.00
H (-3.17818, 2.53190, 1.89436)  0.00
H (-3.25576, 0.81009, 2.30062)  0.00
H (-4.80044, 0.79939, -1.06417)  0.00
H (-2.86404, 0.57806, -2.98526)  0.00
H (1.12171, 2.99058, -3.42764)  0.00
H (2.54295, 4.69410, -1.86338)  0.00
H (2.28210, 4.77613, 1.10361)  0.00
H (3.66272, 3.70433, 0.94816)  0.00
H (2.21123, 3.16276, 1.82387)  0.00
H (-1.14534, -1.12089, -3.83378)  -0.01
H (-0.48559, -3.72064, -3.25397)  0.00
H (1.17656, -4.76611, -1.34778)  0.00
H (1.45467, -3.71891, 0.04895)  0.00
H (2.60552, -3.74235, -1.28857)  0.00
H (1.01940, 0.24630, -4.76799)  0.00
H (0.23441, 1.95511, -6.72878)  0.00
H (-1.45558, 4.18824, -6.59485)  0.00
H (-2.14156, 4.56099, -5.00317)  0.00
H (-2.92944, 3.38723, -6.05938)  0.00
C (-3.78816, -2.86028, -1.58399)  -0.01
Te (-2.21602, -2.15428, -0.37279)  0.67
C (-1.76016, -4.05605, 0.47969)  0.00
H (-4.55457, -3.26265, -0.92509)  0.02
H (-3.37707, -3.63235, -2.22961)  0.01
H (-4.16863, -2.01952, -2.15672)  0.00
H (-1.52790, -4.75055, -0.32554)  0.01
H (-2.62091, -4.41639, 1.04043)  0.02
H (-0.89938, -3.94953, 1.13726)  0.00